[1]
This record from OMol25 describes a molecular structure, C41H59BaBrIN4O2Si4Te. The level of theory is ωB97M-V with the def2-TZVPD basis set.

HOMO: -1.6 eV
gap between HOMO and LUMO: 3.194 eV
F_max: 0.0577 Eh/bohr

Geometry as ORCA input:
```
! wB97M-V def2-TZVPD RIJCOSX def2/J DEFGRID3
* xyz -1 1
Ba -0.21 -0.14 -0.36
C 2.71 -3.21 -2.54
C 2.50 -2.99 -3.88
C 1.81 -1.85 -4.29
C 1.32 -0.97 -3.34
N 1.48 -1.22 -2.04
C 2.17 -2.30 -1.65
C 0.63 0.32 -3.69
C 0.44 0.76 -4.99
C -0.13 2.00 -5.22
C -0.51 2.78 -4.15
C -0.31 2.27 -2.87
N 0.23 1.08 -2.66
H 3.25 -4.07 -2.18
H 2.88 -3.68 -4.62
H 1.65 -1.67 -5.34
H 2.28 -2.42 -0.58
H 0.74 0.14 -5.83
H -0.28 2.35 -6.23
H -0.95 3.76 -4.29
H -0.60 2.84 -1.99
Br 5.96 1.94 -0.36
C 5.12 3.63 -0.27
C 5.93 4.75 -0.39
C 5.37 6.02 -0.31
C 4.01 6.17 -0.10
C 3.20 5.05 0.02
C 3.75 3.77 -0.07
I 2.46 2.15 0.10
H 6.99 4.62 -0.55
H 6.01 6.89 -0.41
H 3.57 7.15 -0.03
H 2.14 5.15 0.18
C -0.99 3.72 2.29
C -1.21 3.81 0.81
O -1.10 2.72 0.12
C -1.68 5.00 0.18
C -1.94 5.02 -1.22
C -2.38 6.17 -1.85
C -2.57 7.35 -1.15
C -2.34 7.35 0.23
C -1.92 6.21 0.88
H -0.34 2.87 2.50
H -1.94 3.54 2.82
H -0.54 4.62 2.70
H -1.80 4.11 -1.78
H -2.59 6.14 -2.92
H -2.91 8.25 -1.66
H -2.50 8.26 0.80
H -1.80 6.23 1.96
C -2.98 -2.78 4.01
Si -3.34 -3.40 2.25
C -4.67 -2.26 1.57
C -4.22 -5.06 2.49
Si -1.44 -3.29 0.91
Si -2.02 -4.56 -0.95
C -2.72 -6.30 -0.83
C -3.34 -3.60 -1.90
C -0.56 -4.67 -2.17
Si 0.09 -4.53 2.13
C 0.52 -3.57 3.71
C 1.77 -4.67 1.25
C -0.34 -6.27 2.72
H -3.78 -2.12 4.36
H -2.04 -2.23 4.04
H -2.89 -3.62 4.71
H -5.51 -2.16 2.27
H -5.07 -2.64 0.62
H -4.26 -1.26 1.37
H -5.08 -4.96 3.16
H -3.55 -5.81 2.91
H -4.57 -5.45 1.53
H -3.66 -6.28 -0.26
H -2.05 -6.98 -0.30
H -2.93 -6.72 -1.82
H -4.28 -3.58 -1.33
H -3.55 -4.05 -2.87
H -3.04 -2.56 -2.05
H 0.33 -5.09 -1.69
H -0.29 -3.66 -2.52
H -0.80 -5.28 -3.04
H 0.63 -2.51 3.46
H 1.45 -3.93 4.17
H -0.28 -3.65 4.45
H 2.21 -3.67 1.16
H 1.66 -5.07 0.24
H 2.47 -5.31 1.80
H -1.29 -6.24 3.26
H 0.42 -6.70 3.37
H -0.48 -6.94 1.86
C 4.74 -1.85 1.74
C 3.42 -1.34 2.25
N 3.23 -1.42 3.59
O 2.59 -0.86 1.50
H 5.52 -1.85 2.51
H 5.06 -1.24 0.89
H 4.60 -2.88 1.39
H 3.83 -2.00 4.15
H 2.30 -1.25 3.94
C -0.76 0.92 7.12
C -0.63 0.80 5.62
C -1.72 0.53 4.82
C -1.56 0.42 3.45
N -0.38 0.55 2.85
C 0.68 0.81 3.61
C 0.61 0.94 4.99
H -1.77 1.18 7.40
H -0.08 1.68 7.51
H -0.51 -0.03 7.60
H -2.71 0.40 5.26
H -2.41 0.23 2.79
H 1.63 0.93 3.10
H 1.50 1.17 5.56
Te -3.02 1.33 -0.30
*
```

***

[2]
This record from OMol25 describes a single C4H5NO2S molecule. The level of theory is ωB97M-V with the def2-TZVPD basis set.

SMILES string: O=C1NOC2(CC2)S1
HOMO: -9.3 eV
gap between HOMO and LUMO: 9.909 eV
F_max: 0.1280 Eh/bohr

Geometry as ORCA input:
```
! wB97M-V def2-TZVPD RIJCOSX def2/J DEFGRID3
* xyz 0 1
O -3.25 -0.50 0.31
C -2.06 -0.30 -0.19
N -1.56 0.94 -0.23
O -0.35 0.98 -0.96
C 0.30 -0.06 -0.42
C 1.80 -0.28 -0.33
C 1.01 -0.16 1.00
S -0.68 -1.33 -0.67
H -2.03 1.92 -0.18
H 2.46 0.47 -0.81
H 2.06 -1.28 -0.54
H 1.42 0.78 1.51
H 0.89 -1.18 1.49
*
```

***

[3]
This record from OMol25 describes a molecular structure, C48H49FN5O3SY. The level of theory is ωB97M-V with the def2-TZVPD basis set.

HOMO: -6.7 eV
gap between HOMO and LUMO: 6.680 eV
F_max: 0.0277 Eh/bohr

Geometry as ORCA input:
```
! wB97M-V def2-TZVPD RIJCOSX def2/J DEFGRID3
* xyz 0 1
Y 0.11 0.04 0.14
C 0.39 -4.69 1.59
C 0.32 -3.36 2.35
C 1.19 -3.45 3.60
C -1.10 -2.94 2.70
C -2.04 -3.90 3.05
C -3.34 -3.56 3.37
C -3.71 -2.23 3.37
C -2.80 -1.23 3.05
C -3.22 0.23 3.16
C -4.35 0.58 2.19
C -3.63 0.56 4.61
C -1.48 -1.59 2.68
N -0.55 -0.58 2.31
C 0.10 0.01 3.36
C -0.06 -0.36 4.72
C 0.62 0.28 5.74
C 1.51 1.31 5.48
C 1.69 1.71 4.16
C 1.00 1.07 3.17
F 1.18 1.53 1.87
H 1.38 -4.81 1.16
H -0.35 -4.74 0.79
H 0.22 -5.54 2.26
H 0.75 -2.59 1.71
H 0.76 -4.16 4.32
H 1.28 -2.48 4.09
H 2.19 -3.79 3.34
H -1.75 -4.95 3.07
H -4.06 -4.33 3.64
H -4.72 -1.96 3.65
H -2.37 0.84 2.92
H -5.24 -0.03 2.37
H -4.03 0.45 1.16
H -4.64 1.63 2.32
H -4.49 -0.04 4.92
H -3.91 1.61 4.69
H -2.81 0.36 5.29
H -0.73 -1.17 4.95
H 0.46 -0.05 6.76
H 2.05 1.80 6.28
H 2.37 2.51 3.90
C -2.56 3.69 0.98
C -3.21 3.98 -0.21
C -3.07 3.12 -1.27
C -2.29 1.96 -1.16
C -1.59 1.64 0.02
C -1.77 2.56 1.07
C -2.17 1.06 -2.34
C -2.91 1.23 -3.52
C -2.62 0.48 -4.64
C -1.62 -0.49 -4.58
C -1.12 -1.22 -5.75
C -0.09 -2.07 -5.70
C 0.59 -2.46 -4.43
C 0.09 -1.65 -3.21
C -1.03 -0.69 -3.33
N -1.27 0.06 -2.26
H -2.66 4.36 1.84
H -3.81 4.88 -0.31
H -3.56 3.37 -2.21
H -1.28 2.38 2.02
H -3.69 1.98 -3.57
H -3.15 0.66 -5.56
H -1.61 -1.01 -6.70
H 0.24 -2.56 -6.61
H 0.52 -3.54 -4.31
H -0.04 -2.27 -2.33
O 4.02 -2.10 0.55
C 2.99 -1.58 0.15
O 2.11 -0.93 0.80
C 2.67 -1.67 -1.35
C 3.29 -2.71 -2.18
C 2.98 -2.84 -3.47
C 2.03 -1.91 -4.15
C 1.42 -0.89 -3.16
N 1.85 -0.80 -1.79
H 4.01 -3.35 -1.68
H 3.44 -3.62 -4.08
H 2.51 -1.48 -5.04
H 1.33 0.12 -3.57
C 3.51 4.85 -1.31
N 2.85 3.57 -1.46
C 3.30 2.62 -2.47
C 1.79 3.21 -0.71
C 1.30 4.19 0.31
O 1.28 2.10 -0.89
H 4.42 4.85 -1.91
H 3.79 5.03 -0.28
H 2.88 5.68 -1.65
H 4.06 3.08 -3.09
H 2.47 2.30 -3.09
H 3.72 1.72 -2.00
H 1.10 5.16 -0.14
H 2.05 4.33 1.10
H 0.39 3.81 0.76
S -1.69 -2.71 -0.49
C -3.25 -2.24 -0.88
N -4.08 -1.81 0.11
C -5.36 -1.43 -0.09
C -5.90 -1.44 -1.33
C -5.09 -1.86 -2.41
C -3.80 -2.25 -2.18
H -3.69 -1.79 1.06
H -5.91 -1.12 0.79
H -6.93 -1.14 -1.49
H -5.49 -1.87 -3.41
H -3.16 -2.58 -2.99
*
```

***

[4]
This record from OMol25 describes a molecular structure, C18H57O14. The level of theory is ωB97M-V with the def2-TZVPD basis set.

HOMO: -4.8 eV
gap between HOMO and LUMO: 7.394 eV
F_max: 0.3003 Eh/bohr

Geometry as ORCA input:
```
! wB97M-V def2-TZVPD RIJCOSX def2/J DEFGRID3
* xyz -1 1
C 0.12 -0.67 -0.58
O 0.62 0.11 0.46
O -0.97 -1.45 -0.23
O 0.42 -0.71 -1.75
H -1.37 -1.37 0.65
C -1.79 1.41 4.30
C -0.68 1.25 3.33
O -0.81 -0.02 2.76
H -1.72 0.97 5.32
H -2.70 1.05 3.99
H -1.94 2.52 4.45
H 0.20 1.43 3.85
H -0.57 2.03 2.58
H -0.24 0.07 1.90
C 1.82 4.35 2.61
C 1.87 3.37 1.49
O 3.02 3.58 0.65
H 2.67 4.25 3.36
H 0.94 3.95 3.14
H 1.52 5.41 2.71
H 1.14 3.40 0.83
H 2.06 2.38 1.75
H 3.09 3.05 -0.29
C -2.13 3.27 0.78
C -0.90 2.53 1.46
O 0.07 3.45 1.45
H -2.85 2.44 0.76
H -2.05 3.65 -0.20
H -2.49 4.08 1.40
H -0.46 1.69 0.77
H -1.14 2.16 2.34
H 0.33 3.55 0.52
C 4.82 -2.56 -1.58
C 3.58 -1.97 -2.18
O 2.45 -2.49 -1.40
H 5.75 -2.14 -1.94
H 5.01 -3.54 -1.72
H 4.80 -2.47 -0.52
H 3.49 -2.13 -3.25
H 3.67 -0.90 -2.10
H 1.72 -1.86 -1.52
C -3.80 2.59 -0.89
C -2.52 1.68 -0.66
O -1.32 2.41 -0.47
H -4.38 2.95 -0.06
H -4.59 1.99 -1.34
H -3.46 3.37 -1.56
H -2.32 0.80 -1.44
H -2.71 1.02 0.26
H -0.61 1.67 -0.36
C -2.94 -4.32 3.21
C -1.84 -3.18 2.87
O -1.53 -2.34 3.87
H -2.88 -4.56 4.23
H -3.12 -5.08 2.62
H -3.96 -3.77 3.22
H -2.11 -2.46 2.05
H -1.02 -3.76 2.73
H -1.20 -1.41 3.44
C -1.77 -4.44 -0.72
O -0.71 -4.00 -1.48
H -2.45 -5.04 -1.41
H -2.22 -3.54 -0.40
H -1.54 -5.01 0.23
H -0.73 -3.19 -1.19
C -1.19 0.21 -4.69
O -1.57 -0.72 -3.72
H -1.68 -0.27 -5.63
H -0.27 0.62 -5.06
H -1.61 1.12 -4.64
H -0.95 -0.52 -2.93
C 1.64 2.06 -2.52
O 2.26 1.75 -1.27
H 1.35 1.36 -3.31
H 2.37 2.66 -3.05
H 0.88 2.74 -2.21
H 1.88 1.07 -0.79
C 3.82 -0.42 1.92
O 2.44 -0.29 2.39
H 4.60 -0.86 2.57
H 3.99 0.58 1.65
H 3.81 -0.91 0.99
H 1.97 -0.03 1.59
C 0.58 -3.46 -4.72
O -0.64 -3.09 -5.29
H 0.54 -4.33 -4.26
H 0.68 -2.77 -3.90
H 1.45 -3.52 -5.48
H -1.01 -2.49 -4.73
*
```